Record 1
Formula: C31H40BrN4O3SiW
Source: OMol25
Level of theory: wB97M-V/def2-TZVPD

Structure (XYZ):
```
81
Properties=species:S:1:pos:R:3
W -0.765 -0.155 0.363
Br -3.839 -0.567 -1.219
Si 2.724 2.515 -2.387
O -2.711 0.188 1.677
O -2.334 1.785 -0.411
O 1.560 -1.567 -0.057
N 0.036 -0.759 2.170
N -0.051 1.694 1.443
N -1.195 -0.883 -1.888
N -1.290 -2.316 0.567
C 0.730 0.098 2.995
C 0.696 1.479 2.562
C 0.576 -2.525 3.747
C -0.373 -1.712 -3.991
C -1.007 -4.281 1.988
C 1.287 3.801 2.759
C -2.992 -0.591 2.847
C -3.128 1.555 1.846
C -0.037 -2.071 2.579
C 1.899 2.979 -4.037
C -2.247 -4.472 -0.014
C 3.364 -3.048 -0.815
C 1.367 2.508 3.227
C 3.028 4.024 -1.268
C -2.703 -1.267 -3.744
C -0.795 -2.927 1.700
C 0.559 0.850 -0.897
C 4.292 1.458 -2.575
C -1.745 -5.074 1.142
C 2.089 -2.914 -0.004
C -0.189 -1.304 -2.682
C 1.363 -0.323 4.156
C 1.426 1.464 -1.498
C -1.646 -1.671 -4.548
C -3.396 2.163 0.472
C -1.985 -3.145 -0.254
C 0.541 4.026 1.603
C -2.420 -0.907 -2.437
C -2.405 2.492 -1.658
C 1.304 -1.657 4.536
C -0.085 2.966 0.985
H 4.120 0.526 -3.106
H 3.203 -2.779 -1.858
H 4.747 1.223 -1.616
H 2.587 3.571 -4.630
H 1.950 2.294 4.107
H -3.457 3.253 0.556
H 1.805 -2.002 5.425
H 3.770 4.672 -1.725
H 4.153 -2.419 -0.403
H -2.345 3.570 -1.489
H 2.132 4.619 -1.118
H -4.053 1.599 2.432
H 0.456 5.016 1.183
H 3.412 3.738 -0.292
H 5.031 2.016 -3.145
H -1.926 -6.112 1.362
H 3.705 -4.080 -0.775
H 0.495 -3.557 4.037
H -0.628 3.144 0.070
H 0.468 -2.064 -4.568
H -3.343 2.271 -2.169
H 1.303 -3.563 -0.399
H 1.632 2.107 -4.624
H 0.798 -1.314 -2.235
H -2.837 -5.033 -0.719
H -2.794 -1.637 2.613
H -4.349 1.793 0.076
H 1.900 0.378 4.771
H -1.826 -1.975 -5.568
H -1.553 2.166 -2.256
H -4.045 -0.497 3.125
H -2.370 -0.266 3.687
H -2.345 2.109 2.384
H -0.595 -4.708 2.885
H 1.793 4.609 3.264
H 1.003 3.575 -3.893
H -3.722 -1.259 -4.103
H 2.277 -3.173 1.044
H 2.330 -0.978 -0.140
H -2.380 -2.744 -1.171
```

Values from the calculation:
Expectation value of S² ... 2.02
LUMO (spin up / spin down) ... -9.50 / -9.96 eV
Maximum force ... 2.38 eV Å⁻¹
2S+1 ... 3
HOMO (spin up / spin down) ... -16.39 / -17.04 eV
Net charge ... +3

=====

Record 2
Formula: C20H34ClFeIN3O4
Source: OMol25
Level of theory: wB97M-V/def2-TZVPD

Structure (XYZ):
```
64
Properties=species:S:1:pos:R:3
I 1.506 -1.254 -0.542
Fe 0.093 0.020 -2.052
Cl 0.505 1.920 -2.976
O -0.521 -0.103 2.755
O -2.433 -2.050 0.365
O -1.347 1.709 -0.059
O 1.535 1.955 0.748
N 0.141 -2.313 2.702
N -3.272 2.160 1.115
N 3.310 3.234 0.066
C -2.235 1.362 0.721
C -2.649 -4.564 -1.992
C -0.285 -3.701 2.749
C -1.867 -3.705 -1.218
C 4.518 3.371 -0.735
C 2.557 2.105 0.081
C -0.786 -1.320 2.693
C -3.415 3.500 0.551
C -1.015 -6.326 -1.718
C -0.677 -4.180 -0.656
C -2.372 -2.291 -0.886
C -0.252 -5.484 -0.918
C -0.494 -1.034 -4.424
C -4.294 1.730 2.064
C -2.507 0.015 -2.370
C -1.588 -1.114 -2.111
C -2.226 -5.872 -2.247
C 1.536 -2.039 2.991
C 2.938 4.368 0.890
C -0.711 -1.629 -3.072
H -1.103 -0.137 -4.576
H 0.451 -4.340 2.232
H -4.296 2.403 2.928
H 3.742 4.590 1.609
H -5.279 1.768 1.588
H 2.965 1.314 -0.590
H -0.180 -2.557 -2.856
H -1.262 -3.783 2.248
H -2.838 -6.516 -2.866
H -1.804 -1.691 2.566
H 4.672 2.443 -1.293
H -0.107 -3.484 -0.024
H -4.412 3.600 0.107
H -0.683 -7.332 -1.910
H 1.697 -0.960 2.951
H -3.381 -2.204 -1.338
H 5.387 3.562 -0.089
H 0.557 -0.768 -4.563
H 2.162 -2.541 2.240
H 1.806 -2.436 3.983
H -3.329 4.244 1.352
H 0.703 -5.803 -0.478
H -4.060 0.711 2.376
H -3.605 -4.179 -2.394
H -0.383 -4.062 3.794
H 2.011 4.125 1.419
H -0.762 -1.771 -5.189
H -3.245 0.116 -1.560
H -1.931 0.965 -2.426
H -3.063 -0.111 -3.331
H -2.272 0.345 1.175
H 2.797 5.257 0.256
H 4.417 4.212 -1.436
H -2.635 3.652 -0.199
```

Values from the calculation:
Expectation value of S² ... 6.03
LUMO (spin up / spin down) ... 2.72 / 2.70 eV
Maximum force ... 3.57 eV Å⁻¹
2S+1 ... 5
HOMO (spin up / spin down) ... -4.28 / -4.27 eV
Net charge ... -1

=====

Record 3
Formula: C3H10OS
Source: OMol25
Level of theory: wB97M-V/def2-TZVPD

Structure (XYZ):
```
15
Properties=species:S:1:pos:R:3
S 0.179 1.483 -2.135
O 1.562 -2.595 -1.221
C -0.679 0.083 1.645
C 0.461 0.968 -0.454
C -0.750 0.134 0.093
H -0.625 1.123 2.008
H -1.731 0.617 -0.080
H 0.644 1.914 0.090
H 1.969 -2.174 -0.430
H -1.621 -0.366 2.002
H -0.818 -0.907 -0.279
H 0.165 -0.484 2.074
H 1.388 0.365 -0.403
H 0.597 -2.598 -1.030
H -0.741 2.438 -1.879
```

Values from the calculation:
LUMO ... 0.71 eV
Maximum force ... 1.66 eV Å⁻¹
HOMO ... -8.97 eV
SMILES string ... CCCS.O

=====

Record 4
Formula: C7H8N3O4S
Source: OMol25
Level of theory: wB97M-V/def2-TZVPD

Structure (XYZ):
```
23
Properties=species:S:1:pos:R:3
S -3.796 0.444 0.282
O 0.554 -0.279 -2.060
O -3.746 1.583 1.105
O -3.993 -0.861 1.125
O -4.630 0.386 -0.886
N -1.369 -1.187 0.339
N 0.153 0.153 -0.814
N 0.764 -2.037 0.305
C -2.039 0.182 -0.263
C 1.933 -1.572 0.501
C -1.069 0.855 -0.858
C -0.172 -1.101 -0.005
C 1.343 0.786 -0.131
C 3.432 0.467 1.052
C 2.186 -0.118 0.421
H 0.439 0.290 -2.821
H -4.143 -1.529 0.410
H 3.216 1.407 1.455
H 2.625 -2.366 0.760
H 3.909 0.957 0.131
H 1.576 1.802 -0.155
H 4.155 -0.042 1.584
H -1.329 1.779 -1.476
```

Values from the calculation:
LUMO ... -5.78 eV
Maximum force ... 4.89 eV Å⁻¹
HOMO ... -14.48 eV
SMILES string ... CC1=C[N@+]2(O)C=C(S(=O)(=O)O)N=C2N=C1
Net charge ... +1

=====

Record 5
Formula: C8H17N2O
Source: OMol25
Level of theory: wB97M-V/def2-TZVPD

Structure (XYZ):
```
28
Properties=species:S:1:pos:R:3
O 0.105 -1.940 -1.059
N -1.288 1.658 -2.147
N 0.541 0.295 -1.357
C 1.995 -2.092 1.777
C 0.594 -1.717 2.042
C 0.373 -0.452 2.823
C -0.628 0.472 -2.097
C -0.575 2.882 -1.924
C -0.568 -2.490 1.537
C 0.705 -0.948 -0.710
C -2.761 1.767 -2.409
H 2.656 -1.207 1.769
H 2.325 -2.691 2.691
H -0.586 -0.588 3.458
H 0.230 0.513 2.177
H -2.772 2.390 -3.361
H -3.138 0.881 -2.691
H -0.152 2.693 -0.909
H 1.044 1.038 -0.906
H 0.162 2.974 -2.741
H -1.016 -0.465 -2.407
H 2.176 -2.670 0.774
H -0.546 -2.570 0.369
H 1.202 -0.235 3.401
H -1.159 3.734 -1.959
H -0.547 -3.576 1.795
H -3.233 2.319 -1.608
H -1.471 -1.967 1.712
```

Values from the calculation:
LUMO ... -4.37 eV
Maximum force ... 5.38 eV Å⁻¹
HOMO ... -10.58 eV
Net charge ... +1

=====

Record 6
Formula: C4H14N2O
Source: OMol25
Level of theory: wB97M-V/def2-TZVPD

Structure (XYZ):
```
21
Properties=species:S:1:pos:R:3
O -2.411 1.986 -0.130
N -0.942 -0.369 0.704
N 0.411 -2.418 -1.505
C 1.301 0.640 0.482
C 0.996 -1.665 -0.351
C 0.278 -0.337 -0.131
C 0.671 1.971 0.880
H 0.448 2.048 1.943
H -0.145 0.032 -1.078
H 0.543 -3.402 -1.297
H 2.036 -1.417 -0.603
H -0.148 2.274 0.226
H -2.544 1.036 -0.286
H 0.947 -2.270 -2.351
H -1.540 -1.112 0.371
H -1.496 1.996 0.194
H 0.992 -2.366 0.485
H 2.075 0.841 -0.266
H 1.690 0.165 1.378
H -0.721 -0.484 1.687
H 1.321 2.831 0.673
```

Values from the calculation:
LUMO ... 0.86 eV
Maximum force ... 1.79 eV Å⁻¹
HOMO ... -9.26 eV
SMILES string ... CC[C@H](N)CN.O

=====

Record 7
Formula: C20H18N2O2
Source: OMol25
Level of theory: wB97M-V/def2-TZVPD

Structure (XYZ):
```
42
Properties=species:S:1:pos:R:3
O -0.928 3.999 0.004
O -1.530 -2.916 -0.108
N -3.639 -2.051 0.002
N -0.671 1.739 0.169
C 2.729 0.188 -1.777
C -3.398 -4.423 -0.188
C 4.568 -2.499 0.011
C -2.731 -3.065 -0.095
C 2.620 1.136 0.835
C -3.095 2.097 0.216
C 2.038 1.859 -0.175
C 4.517 -2.016 1.328
C 3.281 -0.083 0.579
C -3.419 -0.671 0.080
C -2.147 -0.119 0.094
C 3.887 -0.835 1.607
C -4.532 0.167 0.140
C 3.335 -0.571 -0.752
C -0.223 3.018 0.076
C -4.360 1.536 0.207
C -1.983 1.263 0.159
C 2.101 1.367 -1.498
C 3.991 -1.792 -1.007
C 1.305 3.136 0.099
H -2.964 3.164 0.261
H 0.037 1.014 0.188
H -4.017 -4.475 -1.082
H -4.024 -4.598 0.684
H 1.568 3.901 -0.635
H 2.773 -0.182 -2.791
H 5.068 -3.435 -0.190
H 1.570 3.527 1.086
H -5.526 -0.257 0.132
H -1.285 -0.765 0.049
H -4.615 -2.314 0.000
H 4.979 -2.587 2.120
H 3.844 -0.460 2.620
H 2.582 1.498 1.853
H 4.026 -2.160 -2.022
H -5.225 2.179 0.253
H 1.639 1.942 -2.288
H -2.634 -5.192 -0.240
```

Values from the calculation:
LUMO ... 0.49 eV
Maximum force ... 0.57 eV Å⁻¹
HOMO ... -8.27 eV
SMILES string ... CC(=O)Nc1cccc(NC(=O)Cc2ccc3ccccc3c2)c1

=====

Record 8
Formula: C11H18
Source: OMol25
Level of theory: wB97M-V/def2-TZVPD

Structure (XYZ):
```
29
Properties=species:S:1:pos:R:3
C -1.426 2.310 0.481
C -1.032 0.995 2.474
C -1.770 1.921 1.805
C 0.011 -2.355 -0.886
C 1.401 -2.196 -1.397
C 2.251 -3.077 -0.586
C -2.188 3.416 -0.308
C -0.186 1.784 -0.026
C 1.567 -2.463 -2.827
C 0.482 0.783 0.682
C 0.159 0.424 2.002
H -0.111 -2.120 0.139
H 1.896 -3.966 -0.217
H -1.466 4.082 -0.806
H 1.306 0.218 0.255
H 1.798 -1.087 -1.256
H 1.536 -3.474 -3.075
H -2.942 3.108 -1.142
H 0.185 2.223 -0.957
H -1.450 0.658 3.412
H 3.183 -3.277 -1.128
H 2.543 -2.456 0.359
H 0.618 -0.434 2.498
H 2.703 -2.251 -3.258
H -0.720 -1.704 -1.479
H -2.534 2.410 2.341
H -2.728 4.047 0.335
H -0.309 -3.364 -1.065
H 0.883 -1.869 -3.443
```

Values from the calculation:
LUMO ... 0.97 eV
Maximum force ... 5.16 eV Å⁻¹
HOMO ... -9.00 eV
SMILES string ... Cc1ccccc1.CC(C)C